[1]
Formula: C36H28BCl84F12IN2O2SSi2
Source: the OMol25 dataset
Level of theory: ωB97M-V/def2-TZVPD

Geometry (Å):
I -4.68426 -1.63234 1.60905
Cl -6.23865 -9.04912 7.25804
Cl 2.71255 1.04125 -7.93986
Cl -5.00991 -3.27440 -7.39254
Cl -6.89205 3.77765 -4.10197
Cl 0.93365 8.49070 -11.58435
Cl -3.79760 -2.99162 -4.76279
Cl -2.33268 6.62524 -6.57457
Cl -12.38411 -1.61391 -0.68901
Cl -7.73949 2.01353 2.53019
Cl 15.06349 -1.45129 3.00744
Cl -9.16482 -10.78273 7.59226
Cl -7.84707 1.76060 -2.23521
Cl -3.48688 7.79000 -3.32101
Cl 4.91857 4.83744 1.64682
Cl 6.24486 7.09890 -5.38227
Cl 4.35931 0.33685 -10.23277
Cl 7.54408 -0.45360 2.94850
Cl -2.72488 -8.52484 5.25807
Cl 8.27805 -2.12688 0.68423
Cl 3.65309 4.10260 7.86268
Cl -3.94124 -10.75575 6.73405
Cl 17.26387 -7.54732 1.38077
Cl 12.59396 -4.02496 2.24340
Cl -8.89165 -9.83186 10.32845
Cl -5.08539 3.92367 1.93455
Cl 3.34220 6.99535 -5.55329
Cl 3.82435 -1.63809 -8.16431
Cl 16.15837 -7.77070 4.06280
Cl -2.64610 -5.66270 4.74128
Cl -12.30534 1.24823 -1.20580
Cl -8.44777 3.32345 5.02975
Cl -0.21424 -7.24625 4.53194
Cl 0.58633 5.55169 -4.94953
Cl -1.68884 8.00322 -9.05492
Cl -7.54929 -3.49318 4.86602
Cl 14.38088 -7.52575 1.77238
Cl 6.06662 -0.25066 0.45024
Cl -9.87348 -0.33532 -1.41514
Cl -5.54487 -5.24935 -5.32408
Cl -4.64664 -3.38963 5.03704
Cl -6.20370 -0.93942 5.23072
Cl 7.15980 5.85145 0.09308
Cl 0.23948 6.18139 -7.85997
Cl -2.18274 4.02722 2.10556
Cl 5.79275 -2.62188 2.11381
Cl -10.36836 -8.25380 8.38054
Cl -5.13364 8.49440 -1.02810
Cl -3.73979 6.47743 2.29924
Cl -11.98034 -0.63555 -3.39919
Cl 2.88375 3.84506 -5.47352
Cl -2.19133 5.13746 -9.07095
Cl -9.74966 3.38609 -3.71957
Cl 4.62896 7.61267 -3.01788
Cl 4.68780 9.54911 -5.18859
Cl 16.46989 -3.79571 2.01185
Cl 4.61549 5.30622 -1.20865
Cl 17.48589 -1.13264 1.42765
Cl -3.79864 4.54099 4.46996
Cl -9.27189 0.57589 4.54273
Cl 15.03680 -2.06501 0.16353
Cl -2.27457 8.07278 -0.69125
Cl -8.14986 4.58498 -1.60566
Cl 2.44008 6.03661 -11.16785
Cl 3.81664 8.46913 -11.97596
Cl 10.08345 -5.41505 2.72342
Cl -4.02184 5.81505 -1.25255
Cl 5.71035 4.67580 9.83863
Cl -6.65667 -2.57000 -5.09963
Cl -10.50503 2.75025 3.05380
Cl 2.71114 8.24575 -9.29394
Cl -2.32110 -7.54648 2.54788
Cl 4.86239 7.55808 0.61707
Cl 5.57161 0.61964 -7.60301
Cl -11.47430 -10.75962 9.36179
Cl 15.88730 -9.97984 2.18889
Cl 6.41863 3.36588 7.33907
Cl -6.48555 -11.30099 5.43232
Cl -6.26254 -2.87586 7.40143
Cl 4.88624 1.92824 9.35161
Cl 10.58308 -4.16285 0.14511
Cl 0.33944 3.29982 -6.77525
Cl 0.64251 2.83105 -3.91978
Cl 12.05342 -6.55404 0.91039
Cl -6.18247 -11.76976 8.28779
S 1.18352 3.11698 4.78333
Si -1.82418 -1.54843 -0.77577
Si 0.54062 -0.69037 -2.29956
F 2.55293 2.71917 5.73142
F 0.60794 4.04586 6.11322
F 0.51052 2.04785 2.38638
F -6.44022 1.80230 0.39025
F 1.86887 4.54969 4.15062
F -0.32844 3.47796 3.98777
F 4.16789 2.93944 3.29391
F -4.77531 2.00020 -2.04659
F -7.59227 -0.22149 -0.67431
F 2.61883 3.63667 1.46517
F 0.38712 1.74142 5.51391
F 1.78166 0.64938 3.83985
O -0.28709 -2.02168 -1.57017
O -0.57134 -1.82379 -4.86892
N 0.00602 0.96192 -1.89321
N 1.45666 -0.23410 -5.18709
C -2.85386 -0.52789 -2.03565
C -5.71199 -10.71888 6.92805
C 1.68462 2.05116 3.33809
C -4.46894 -0.74956 -2.01103
C -2.80496 -4.10060 2.14248
C 2.62375 -0.48206 -0.25349
C -0.56909 -1.56540 1.96507
C 3.50916 1.29329 1.52115
C -11.63583 -0.33412 -1.67727
C 15.92262 -8.20590 2.35119
C 4.11695 0.08991 -8.48501
C 2.46035 -0.76204 -1.88836
C 5.38905 5.88832 0.28708
C 2.96963 2.56299 2.46949
C -1.97659 -7.24505 4.26981
C -8.99106 2.16578 3.78910
C 11.32847 -5.03924 1.50560
C 2.66361 1.12858 0.12187
C -1.49332 6.48682 -8.14011
C 5.16706 3.51814 8.59798
C -9.97481 -9.90701 8.91576
C 2.47540 7.81055 -11.00554
C 6.92035 -1.36327 1.54920
C 4.72595 7.81400 -4.78549
C -3.61350 -3.37918 0.86651
C -6.16555 -2.67454 5.63382
C -5.23849 0.65712 -1.53147
C -1.26946 -0.58209 0.80614
C -3.72924 7.54305 -1.57325
C -2.72752 -3.20101 -0.47461
C -6.42958 0.69503 -0.63415
C -3.70165 4.74232 2.70235
C 16.01399 -2.11116 1.65263
C -5.25226 -3.52135 -5.64478
C 1.11299 3.88193 -5.27952
C -8.15965 3.37734 -2.91558
B 0.45132 -0.93325 -4.25141
H 0.96172 0.22012 -5.98925
H -2.14801 0.04728 1.31431
H 0.82484 1.63468 -1.92379
H 1.79216 -1.08033 0.33483
H 0.53624 -1.22032 2.18424
H -2.54175 -3.30866 2.96867
H -1.92989 -4.08875 -0.49576
H -3.57304 -4.85516 2.65842
H -4.46189 -4.17846 0.59936
H -0.66308 -1.54540 -5.83357
H -2.51244 -0.65496 -3.17258
H -4.82833 -0.89271 -3.14108
H -1.89230 -4.73347 1.77268
H -1.23816 -1.56159 2.95162
H 2.93975 0.19119 -2.42370
H 2.96075 -1.76417 -2.23787
H 4.60997 1.62335 1.19726
H -2.63654 0.62079 -1.79218
H 1.61686 1.65103 0.11069
H -0.42431 0.23515 0.59430
H -4.85235 -1.69665 -1.44400
H 3.64262 0.29868 2.12277
H -3.43352 -3.40210 -1.41054
H -0.48417 -2.66521 1.51191
H -0.66925 1.35719 -2.60836
H 3.67161 -0.97553 0.03312
H 1.95611 0.49636 -4.62259
H 3.30487 1.63794 -0.73881

Properties
Spin multiplicity: 1
Max |F|, eV Å⁻¹: 5.766
Orbital gap, Ha: 0.247


[2]
Formula: C20H39HfNOP2Si
Source: the OMol25 dataset
Level of theory: ωB97M-V/def2-TZVPD

Geometry (Å):
Hf 0.35883 -0.00578 -1.05599
P -0.64834 1.37786 -2.79206
P 1.20885 -1.52255 0.96944
Si -1.91583 0.40525 3.68790
O -1.49138 0.25852 -0.04628
N 1.80656 -0.68159 -2.15058
C -0.21638 3.13792 -2.94216
C 3.17991 -2.96179 -4.54083
C 3.82096 -0.51066 -3.31903
C -0.82468 -0.57168 4.73347
C -3.15631 0.96041 1.72595
C 2.19304 -2.89890 0.34562
C -1.50091 2.12518 4.42730
C -1.96726 1.28355 0.97935
C 2.28851 -2.43083 -3.64151
C -0.14849 0.69870 -4.41080
C 2.61980 -1.19803 -3.02634
C 2.27212 -0.68434 2.19076
C -0.38807 0.06227 0.95151
C 4.68082 -1.07141 -4.22491
C -3.58681 -0.38172 4.24521
C -2.45777 1.33463 -2.86174
C -0.08917 -2.29485 1.95516
C -1.53785 2.66050 0.59813
C -1.04531 0.42816 2.07483
C 4.37912 -2.29709 -4.84581
H 0.34297 -2.83805 2.78178
H -1.73971 2.07139 5.49835
H -2.04124 2.98669 4.00729
H -4.51103 0.06733 3.84718
H -3.62266 -0.27589 5.33728
H 3.05864 -2.52478 -0.20940
H 4.00741 0.43523 -2.80518
H -0.44938 2.67142 0.40932
H -2.78950 0.30186 -3.03036
H 0.87280 3.24026 -3.04417
H -3.33017 -0.12881 1.79084
H 2.94345 -3.91038 -5.01978
H -0.63434 1.27267 -5.20912
H 2.60553 -1.40980 2.94800
H -0.95001 -1.62997 4.54374
H 0.20076 -0.24738 4.56708
H -0.77204 -1.53307 2.38619
H -1.13269 -0.34536 5.75017
H -2.80854 1.97062 -3.68698
H 1.57727 -3.50310 -0.32939
H -0.70454 3.57965 -3.82279
H -2.89243 1.40950 2.80695
H -2.91031 1.68539 -1.92403
H -0.44321 -0.35755 -4.47613
H -3.99289 1.53848 1.52365
H 1.33997 -2.90514 -3.37374
H 5.61017 -0.55572 -4.46102
H -0.51933 3.69392 -2.04525
H -3.59491 -1.45253 3.99658
H -0.71144 -2.92355 1.32536
H -2.03097 3.05179 -0.30726
H 0.94118 0.75479 -4.52625
H 3.15227 -0.25933 1.68935
H 0.96699 1.30295 -0.01210
H 2.52659 -3.50416 1.19750
H -0.42348 2.31477 4.31317
H 5.07724 -2.73110 -5.56440
H -1.78638 3.33129 1.42423
H 1.73400 0.13390 2.67678

Properties
Spin multiplicity: 1
Max |F|, eV Å⁻¹: 5.043
Orbital gap, Ha: 0.208


Number 1: energy -1164704.564 eV. Number 2: energy -52663.632 eV.